A 14-piece molecular cluster, C33H90N2O22 overall at a distorted geometry. Source: the Open Molecules 2025 dataset; level of theory: the ωB97M-V functional and the def2-TZVPD basis.

Last column: Mulliken charge in e.
Cartesian coordinates (Å):
C1 -1.299324 4.164137 -6.010639  -0.79
C2 -1.713132 3.048169 -6.971106  -0.41
O1 -2.075846 1.889648 -6.225053  -0.17
C3 -2.605487 0.867586 -6.864900  0.63
O2 -2.862830 0.836732 -8.045999  -0.59
O3 -2.782640 -0.141389 -5.996597  -0.23
C4 -3.294300 -1.349027 -6.550795  -0.62
H1 -0.227501 4.105751 -5.840888  0.13
H2 -1.946089 4.312762 -5.152785  0.15
H3 -1.413405 5.120258 -6.534047  0.51
H4 -0.825832 2.884127 -7.585016  0.26
H5 -2.555991 3.319443 -7.604587  0.35
H6 -2.964673 -2.252701 -6.040534  0.04
H7 -3.129243 -1.463461 -7.618143  0.41
H8 -4.365625 -1.344159 -6.329461  0.32
C5 2.057145 -2.823894 3.500906  -0.98
C6 1.896566 -1.869908 4.682897  0.16
O4 0.664848 -2.018517 5.377156  -0.14
C7 0.426359 -3.133753 6.047114  0.62
O5 1.237016 -3.952449 6.372819  -0.59
O6 -0.867895 -3.104409 6.380424  -0.28
C8 -1.413727 -4.103341 7.230383  -0.75
H9 3.107664 -2.968703 3.228687  0.39
H10 1.553910 -2.328375 2.677461  -0.05
H11 1.831217 -3.862732 3.747295  0.46
H12 2.050457 -0.860367 4.312249  -0.29
H13 2.674895 -1.986746 5.444081  0.56
H14 -1.280608 -3.730883 8.245560  0.27
H15 -1.005132 -5.087348 6.992406  0.33
H16 -2.469127 -4.202412 6.973402  0.24
C9 -0.638307 1.987330 8.194369  -1.47
C10 0.415639 1.295098 7.389201  0.37
O7 1.675020 1.924280 7.639981  -0.28
C11 2.659926 1.644135 6.815697  0.71
O8 2.570198 1.046434 5.783460  -0.46
O9 3.820726 2.162186 7.209131  -0.35
C12 3.961545 2.748208 8.487751  -0.71
H17 -1.597880 1.471428 8.213387  0.41
H18 -0.841416 3.000821 7.838927  0.33
H19 -0.351641 2.093557 9.243508  0.35
H20 0.142962 1.219467 6.336764  0.02
H21 0.474234 0.252338 7.717161  0.18
H22 4.012204 1.981822 9.267126  0.30
H23 3.214305 3.511462 8.685961  0.30
H24 4.965721 3.168403 8.554120  0.28
C13 -0.510267 2.008806 -2.861440  -0.50
O10 0.481870 1.740469 -1.869817  0.37
C14 0.721880 2.775893 -0.935476  -0.09
C15 1.213918 2.146464 0.343179  -0.01
N1 0.068252 1.526506 1.001220  0.80
C16 0.286482 1.084497 2.363035  -0.41
C17 -0.719712 0.062921 2.822880  -0.99
O11 -0.439233 -1.216414 2.301923  0.37
C18 -1.545665 -2.075725 2.504214  -0.89
H25 -0.704345 1.034562 -3.311843  -0.04
H26 -0.125044 2.637868 -3.666503  0.16
H27 -1.460558 2.388060 -2.488565  0.41
H28 -0.148364 3.403307 -0.713150  -0.39
H29 1.438147 3.474730 -1.390829  0.28
H30 1.651535 2.868582 1.031263  0.11
H31 1.964580 1.428087 -0.015068  -0.18
H32 -0.212845 0.688155 0.495954  -0.25
H33 0.317086 1.944578 3.045165  0.24
H34 1.326165 0.713043 2.425535  0.13
H35 -1.696574 0.453057 2.514256  0.44
H36 -0.710944 0.075346 3.918684  0.20
H37 -1.637791 -2.740102 1.637238  -0.13
H38 -2.519658 -1.585571 2.367561  0.39
H39 -1.461592 -2.570453 3.471308  0.26
C19 -3.160879 -4.750032 -7.086344  -0.86
O12 -2.427886 -5.118267 -5.960174  -0.28
C20 -3.096434 -6.038423 -5.091466  -0.44
C21 -2.177815 -6.242843 -3.901629  -1.03
N2 -2.240817 -5.037574 -3.064896  0.34
C22 -3.102699 -5.288333 -1.919452  -0.74
C23 -3.375753 -3.985405 -1.174480  0.16
O13 -4.196541 -4.139247 -0.047309  -0.45
C24 -3.635804 -4.855046 1.016450  -0.25
H40 -4.197901 -4.461009 -6.873525  0.37
H41 -3.169265 -5.530183 -7.859095  0.35
H42 -2.685220 -3.883416 -7.545948  0.23
H43 -3.121635 -6.968628 -5.677847  0.40
H44 -4.081372 -5.667614 -4.806492  0.31
H45 -1.131514 -6.434964 -4.147410  0.42
H46 -2.463322 -7.131963 -3.324950  0.45
H47 -1.324782 -4.672224 -2.865080  -0.13
H48 -2.614691 -6.024817 -1.267305  0.39
H49 -4.059679 -5.678951 -2.269647  0.22
H50 -3.780014 -3.232292 -1.856903  0.34
H51 -2.436467 -3.464274 -0.917317  -0.24
H52 -4.381565 -4.940962 1.805559  0.31
H53 -2.747611 -4.340377 1.400698  0.01
H54 -3.329881 -5.890917 0.831036  0.30
C25 -1.779609 5.507985 -2.764292  -0.08
O14 -2.605494 6.642677 -2.532428  -0.58
H55 -2.414226 4.641177 -2.949680  0.12
H56 -1.024975 5.578374 -3.547057  0.11
H57 -1.251127 5.237873 -1.844322  0.14
H58 -2.148219 7.180806 -1.881360  0.34
C26 3.828671 0.661446 -3.015492  -0.46
O15 2.432454 0.419430 -3.117942  -0.39
H59 4.014054 1.449445 -2.279199  0.05
H60 4.308653 -0.223449 -2.588455  0.22
H61 4.258913 0.863491 -3.996404  0.27
H62 1.912393 1.156737 -2.748580  0.25
C27 2.453191 5.940633 -3.497409  -0.62
O16 1.555686 5.297580 -4.373472  -0.41
H63 3.014110 5.273837 -2.837542  0.13
H64 3.146079 6.558230 -4.086109  0.36
H65 1.944055 6.675076 -2.869290  0.25
H66 1.996592 4.522347 -4.732646  0.27
C28 4.750559 3.954837 0.466541  -0.63
O17 3.549561 4.560757 -0.039924  -0.42
H67 5.229321 3.520110 -0.415324  0.29
H68 5.460173 4.704402 0.825529  0.39
H69 4.529846 3.233854 1.244769  0.12
H70 3.758384 5.386936 -0.480248  0.26
C29 -0.597411 -1.846418 -3.234787  -0.07
O18 0.439415 -1.491835 -2.353433  -0.38
H71 -1.473133 -1.202120 -3.103910  0.31
H72 -0.277476 -1.766090 -4.286652  0.31
H73 -0.956615 -2.873570 -3.237125  -0.38
H74 0.332017 -0.556872 -2.162744  0.10
C30 0.508701 -4.175167 -0.104773  -0.33
O19 0.256641 -4.727312 -1.408210  -0.52
H75 -0.387740 -4.276263 0.505457  0.11
H76 1.292514 -4.801315 0.319054  0.37
H77 0.735019 -3.112348 -0.169436  0.10
H78 1.013249 -4.580053 -1.981329  0.27
C31 3.286218 -1.071279 0.584648  -0.52
O20 3.435452 -2.390813 0.075052  -0.59
H79 2.299847 -0.681387 0.326940  0.12
H80 3.460714 -0.949709 1.651562  0.21
H81 4.079817 -0.469660 0.125881  0.39
H82 3.187536 -2.396555 -0.852989  0.37
C32 3.498072 3.849947 3.802198  -0.59
O21 3.886712 2.467827 3.784085  -0.48
H83 2.536317 3.882989 3.274036  0.18
H84 3.334614 4.403007 4.727750  0.35
H85 4.241266 4.326434 3.167777  0.23
H86 3.450861 2.015114 4.521388  0.35
C33 -3.004668 2.946067 1.510727  -0.69
O22 -1.849383 3.660571 1.203516  -0.66
H87 -3.000659 2.007966 0.925890  0.18
H88 -3.166399 2.662582 2.555157  0.26
H89 -3.931312 3.377969 1.125106  0.36
H90 -1.071913 3.063790 1.163469  0.28

Cartesian forces, eV/Å:
C -0.361 0.512 -1.118
C -0.005 0.873 0.061
O 0.449 0.005 1.011
C -0.068 -0.572 -0.910
O 0.031 0.022 0.409
O 0.657 0.132 -0.106
C -1.408 -0.523 0.219
H -0.154 -0.129 0.815
H 0.273 -0.572 0.297
H 0.037 -0.112 -0.258
H -0.306 -0.571 -0.271
H 0.057 0.044 -0.035
H 0.810 0.493 0.343
H 0.107 0.344 0.019
H -0.112 0.058 -0.467
C 0.721 0.090 0.484
C 1.936 -0.951 0.364
O -1.031 0.932 -0.858
C 0.196 0.369 0.567
O 0.055 -0.559 -0.021
O -0.389 0.310 -0.662
C -0.039 -0.227 -0.426
H 0.115 0.691 0.043
H -0.317 -0.874 -0.329
H -0.916 0.193 -0.149
H -0.864 0.223 0.285
H 0.115 -0.259 -0.194
H -0.029 -0.673 0.145
H 0.478 0.179 0.539
H -0.013 0.460 0.155
C -0.393 0.955 0.625
C -0.849 -1.245 0.144
O -0.417 0.129 0.340
C 0.547 0.637 0.410
O -0.247 -0.501 -0.622
O 0.206 -0.150 -0.447
C 0.721 -0.036 0.930
H 0.147 -0.275 -0.326
H 0.103 -0.056 -0.126
H 0.195 -0.118 -0.064
H 0.424 0.477 -0.128
H 0.280 0.046 0.030
H -0.682 -0.036 -0.076
H -0.040 -0.106 0.053
H -0.146 0.287 -0.555
C 0.295 -0.808 -0.525
O -1.096 0.045 0.171
C 0.370 1.490 -0.131
C -0.173 -0.280 -0.551
N -0.592 -0.427 -0.235
C 1.784 0.170 0.250
C 0.335 0.966 0.431
O -0.726 0.576 -0.263
C -0.437 -0.202 -1.053
H -0.141 0.074 -0.145
H 0.005 0.317 0.171
H 0.173 0.192 0.394
H -0.354 -0.430 -0.269
H 0.267 -0.155 0.320
H 0.146 0.108 -0.205
H 0.232 -0.067 0.658
H -0.007 0.275 -0.290
H -0.438 0.004 -0.078
H -0.239 -0.439 0.301
H -0.195 -0.373 -0.121
H -0.019 -0.354 0.088
H 0.814 -0.421 0.478
H 0.191 0.536 0.697
H -0.216 -0.209 -0.075
C -0.116 0.105 -0.664
O -0.156 0.454 0.570
C 1.727 -0.630 -1.179
C -0.073 0.751 0.658
N -0.875 -0.561 -0.649
C 0.807 0.884 0.181
C 0.996 0.425 -0.297
O -0.632 -0.092 -0.182
C 0.371 -0.186 0.587
H -0.012 -0.129 0.206
H -0.120 -0.173 0.144
H 0.147 -0.042 0.104
H -0.698 -0.167 0.277
H -0.077 -0.085 0.078
H -0.160 0.109 -0.679
H -0.265 0.018 -0.058
H -0.066 -0.314 0.722
H -0.306 -0.068 0.206
H 0.027 -0.133 -0.017
H -0.757 -0.386 0.056
H 0.255 -0.542 0.361
H -0.066 0.349 0.001
H -0.086 -0.035 0.094
H -0.071 0.072 -0.585
C 0.027 -0.677 0.994
O 0.366 -0.061 -0.316
H -0.177 0.144 -0.285
H -0.169 0.473 -0.217
H 0.101 0.064 0.035
H -0.132 0.119 -0.060
C -0.563 -0.206 0.658
O 0.231 0.148 -0.230
H 0.236 0.277 -0.336
H 0.012 -0.122 -0.228
H 0.138 0.230 0.074
H 0.314 -0.371 -0.009
C 0.634 1.017 -0.163
O -0.313 -0.311 0.282
H -0.093 -0.186 -0.136
H 0.236 -0.264 0.141
H -0.452 -0.344 -0.052
H -0.002 0.024 -0.035
C 0.276 0.771 -1.399
O -0.341 -0.187 0.663
H 0.242 -0.609 0.389
H -0.168 0.021 0.348
H -0.186 -0.095 -0.105
H 0.176 0.010 0.067
C -0.513 0.312 -1.507
O -0.234 -0.750 0.507
H -0.028 -0.099 -0.025
H 0.097 0.490 0.108
H 0.327 -0.047 1.024
H 0.362 0.094 0.022
C 0.101 -0.486 -0.592
O -0.606 0.063 0.012
H -0.111 -0.222 -0.214
H 0.214 0.544 0.502
H 0.336 -0.045 0.103
H 0.139 0.181 0.209
C 0.494 0.414 -1.116
O 0.030 -0.384 0.897
H 0.008 0.146 0.103
H -0.172 -0.809 0.131
H -0.303 0.425 -0.071
H -0.109 0.245 -0.009
C -0.572 -0.856 -1.602
O 0.096 0.693 0.860
H -0.007 0.453 -0.056
H 0.554 -0.523 0.468
H -0.087 0.486 0.265
H 0.097 -0.223 -0.170
C -0.465 -1.756 -1.073
O 0.213 1.058 0.271
H 0.121 -0.172 0.353
H 0.286 0.326 0.174
H 0.328 0.839 0.212
H -0.625 -0.389 0.044

- Energy above the lowest of the compared OMol25 structures with the same formula, charge and spin: 0.0000 eV
- E_HOMO: -8.32 eV
- E_tot: -83698.012 eV